(1)
The following is a DFT calculation (wB97M-V/def2-TZVPD) of 3 unconnected molecules or ions with the total composition C36H63BF17NO6 at a distorted geometry.

SMILES	CCCCCCCC[C@H](O[C@@H](CCOCC)[C@@H](F)CC)[C@H](OCCCCCCN)B(O)CC.FC(F)C(F)(F)COC(F)(F)C(F)F.FC(F)C(F)(F)COC(F)(F)C(F)F
largest force on an atom	2.3	eV/Å
HOMO-LUMO gap	9.386	eV
multiplicity	1

```
124
C36H63BF17NO6 | OMol25 | wB97M-V/def2-TZVPD
C 5.71768 0.53420 1.79628
C 5.04122 -0.44486 0.74611
C 3.69305 -1.05346 1.31858
C 2.54021 0.05571 1.34371
C 2.13061 0.38243 -0.14195
C 0.72599 -0.25675 -0.56145
C -0.29509 0.90592 -0.95713
C -1.72730 0.54590 -0.33739
C -2.91516 0.93295 -1.29189
O -3.05493 2.32596 -1.54031
C -3.17414 3.11673 -0.36065
C -1.89889 4.06797 -0.34352
C -1.34693 4.34254 1.09436
O -0.24973 5.25051 0.96891
C 0.91705 4.81363 1.66748
C 1.02716 5.61634 3.01493
C -4.50392 3.97785 -0.48376
F -5.58879 3.33121 0.15414
C -4.39815 5.37088 0.26062
C -5.81744 6.10352 0.28812
C -4.29061 0.21543 -0.89115
O -5.37858 0.97166 -1.43529
C -6.51981 0.16442 -1.71855
C -7.81965 0.95961 -1.30301
C -8.85583 0.09049 -0.48725
C -9.50854 0.96811 0.66846
C -8.83336 0.74167 2.07705
C -9.90508 0.83455 3.24370
N -10.72306 2.06474 3.15179
B -4.41301 -0.13671 0.68043
O -3.84866 -1.39646 1.09052
C -5.07554 0.77718 1.82277
C -5.47343 -0.20009 3.03264
H 5.13556 1.49288 1.73783
H 6.76204 0.78350 1.50756
H 5.61869 0.16692 2.84271
H 4.87793 0.16516 -0.17312
H 5.70203 -1.29998 0.46921
H 3.32973 -1.82864 0.59591
H 3.82129 -1.47229 2.34607
H 1.71014 -0.34521 1.96967
H 3.00953 0.93575 1.85887
H 2.88798 -0.02606 -0.85557
H 2.14632 1.49142 -0.25899
H 0.85249 -1.00252 -1.37928
H 0.33459 -0.72280 0.38206
H 0.06578 1.79686 -0.37980
H -0.33925 1.08456 -2.05344
H -1.70219 -0.56661 -0.19519
H -1.77186 1.02503 0.66850
H -2.64932 0.47909 -2.28450
H -3.27732 2.55174 0.59313
H -1.10664 3.47483 -0.87319
H -2.04203 4.98229 -0.96447
H -1.06464 3.34671 1.53050
H -2.09266 4.79198 1.79632
H 1.00726 3.70757 1.77868
H 1.79259 5.13338 1.03718
H 1.12616 6.69774 2.73812
H 1.88921 5.30370 3.64896
H 0.06278 5.49276 3.56285
H -4.75592 4.20332 -1.54633
H -3.70422 6.07348 -0.24951
H -4.12134 5.13566 1.31206
H -6.29399 5.80846 1.25116
H -5.68727 7.21248 0.32162
H -6.41829 5.79525 -0.60173
H -4.28751 -0.77875 -1.43888
H -6.56872 0.05894 -2.84022
H -6.47509 -0.86758 -1.29500
H -8.36382 1.32473 -2.21425
H -7.58602 1.87228 -0.70028
H -9.71672 -0.27246 -1.10912
H -8.39879 -0.83960 -0.05181
H -9.49054 2.05939 0.42529
H -10.59290 0.68054 0.73532
H -8.25131 -0.21480 2.12113
H -8.09152 1.56803 2.26143
H -9.39096 0.80239 4.23382
H -10.59820 -0.03989 3.13729
H -10.25363 2.79209 2.62452
H -11.64910 1.87193 2.79054
H -4.15280 -2.00543 0.40202
H -4.31644 1.48116 2.26008
H -6.01883 1.28227 1.52187
H -4.56023 -0.64996 3.49543
H -6.02560 -1.06179 2.57042
H -6.08591 0.31930 3.80564
F 8.34944 -3.61160 2.72104
C 8.56371 -4.55616 3.65040
F 9.88079 -4.48897 3.96459
C 8.21849 -5.96521 3.15780
F 9.01607 -6.31768 2.12665
F 8.51423 -6.82026 4.17729
C 6.74564 -6.24333 2.76927
O 6.39914 -6.21543 1.37641
C 6.04329 -5.00273 0.76910
F 5.90608 -4.03991 1.69280
F 4.81747 -5.19657 0.24429
C 7.00745 -4.61319 -0.35351
F 8.26070 -4.45679 0.10731
F 6.63468 -3.43429 -0.90776
H 7.99152 -4.30188 4.54680
H 6.56613 -7.28191 3.05316
H 6.04295 -5.66506 3.37063
H 7.02951 -5.37595 -1.13434
F 6.24217 -4.62519 -6.22047
C 7.49108 -4.66628 -6.70949
F 7.89920 -5.95521 -6.60288
C 8.45772 -3.75135 -5.95114
F 8.58320 -4.15186 -4.66664
F 9.68382 -3.91708 -6.52286
C 8.16776 -2.23031 -5.97529
O 7.51745 -1.65054 -4.83484
C 6.11648 -1.63607 -4.75844
F 5.58037 -2.03125 -5.92247
F 5.76225 -0.34493 -4.60422
C 5.59739 -2.43568 -3.56032
F 5.96643 -3.72897 -3.63345
F 4.24564 -2.41103 -3.52290
H 7.45997 -4.41090 -7.77214
H 9.14916 -1.75241 -5.97626
H 7.70251 -1.91237 -6.90919
H 5.98228 -2.02658 -2.62525
```

=====

(2)
The following is a DFT calculation (wB97M-V/def2-TZVPD) of 8 unconnected molecules or ions with the total composition C36H63N2O22P3 at a distorted geometry.

energy relative to the best compared isomer or geometry (same formula, charge and spin)	148.00	kJ/mol
largest force on an atom	9.9	eV/Å
HOMO-LUMO gap	2.739	eV
multiplicity	1

```
126
C36H63N2O22P3 | OMol25 | wB97M-V/def2-TZVPD
C -2.44929 2.92904 -2.29903
C -2.67646 1.62319 -3.13622
C -1.33096 1.13924 -3.90856
C -1.47723 -0.33438 -4.50112
C -1.70482 -1.22874 -3.31089
C -3.03260 -0.96107 -2.50553
N -3.14780 0.55975 -2.18794
O -3.87349 0.88413 -0.96216
C -2.82118 -1.70593 -1.15169
C -4.23830 -1.44484 -3.32066
C -3.74948 2.03106 -4.27075
H -2.02288 3.67779 -2.96661
H -1.68353 2.63794 -1.58003
H -3.29575 3.24499 -1.68930
H -0.51129 1.04651 -3.19608
H -1.09219 1.86760 -4.68354
H -0.58372 -0.68399 -5.01834
H -2.20847 -0.45556 -5.30032
H -0.78823 -1.26320 -2.72200
H -1.75441 -2.24740 -3.69557
H -2.44610 -2.72621 -1.23198
H -3.83596 -1.62243 -0.76266
H -2.09534 -1.21192 -0.50577
H -4.39240 -0.87665 -4.23800
H -5.12718 -1.17195 -2.75187
H -4.17680 -2.50919 -3.54749
H -4.50030 2.63924 -3.76628
H -4.21426 1.21965 -4.83082
H -3.38874 2.67231 -5.07497
N 0.27098 1.13625 0.05195
O 0.81566 0.39822 0.87471
O 0.88830 1.57135 -0.89329
O -0.87733 1.35709 0.22700
C 1.65617 3.14767 -3.73663
C 1.69428 4.20841 -4.69571
C 2.16958 3.98608 -6.01342
C 2.48703 2.63902 -6.39940
C 2.32604 1.57499 -5.48560
C 1.95468 1.84719 -4.18453
O 1.83303 0.77265 -3.38039
O 2.40625 4.96781 -6.81785
H 1.35625 3.21421 -2.70124
H 1.54675 5.25154 -4.45800
H 3.00342 2.40894 -7.31962
H 2.60726 0.53734 -5.58857
H 1.43893 0.96917 -2.52736
H 2.58960 4.78698 -7.74266
C 3.77871 -3.79383 0.23962
C 4.43097 -4.61433 1.20642
C 4.71168 -4.18304 2.49288
C 4.17685 -2.96499 2.89584
C 3.34444 -2.23103 2.03176
C 3.15595 -2.62385 0.73905
O 2.41962 -1.82305 -0.12379
O 5.31919 -5.04725 3.37469
H 3.67345 -4.07405 -0.79807
H 4.73520 -5.60828 0.91329
H 4.28415 -2.64072 3.92040
H 3.00396 -1.25834 2.35475
H 1.93927 -1.07916 0.24699
H 5.63165 -5.82837 2.91229
C 0.18357 6.04525 0.26130
C 0.52865 7.23111 -0.33467
C -0.35285 8.09216 -0.88569
C -1.69289 7.63902 -0.96558
C -2.06102 6.42707 -0.46552
C -1.15020 5.60358 0.10802
O -1.59209 4.37269 0.51405
O -0.02115 9.26479 -1.48925
H 0.86516 5.39626 0.79105
H 1.49497 7.69111 -0.18970
H -2.42497 8.25230 -1.46989
H -3.10492 6.15939 -0.53632
H -1.02295 3.62753 0.30803
H 0.84570 9.49727 -1.14847
C -0.23739 -2.96110 1.94679
O -0.91195 -3.79369 1.04251
P -0.36792 -5.29543 0.78920
O 1.05233 -5.43447 0.35915
O -0.82949 -5.99611 2.15296
C -0.58470 -7.37647 2.34883
O -1.51184 -5.89106 -0.30528
C -2.94254 -5.76593 -0.17778
H -0.35572 -1.98747 1.47124
H 0.82955 -3.10415 2.11788
H -0.85139 -2.81846 2.83603
H 0.06876 -7.78632 1.57868
H -1.51501 -7.91936 2.51579
H -0.09266 -7.52111 3.31064
H -3.42679 -6.71627 0.04681
H -3.39800 -5.45470 -1.11789
H -3.26133 -4.97419 0.50019
C -2.78208 -3.88314 4.52231
O -3.09591 -2.64369 3.86194
P -4.52162 -2.45648 3.10363
O -5.07750 -3.72943 2.47239
O -5.42553 -1.69283 4.23196
C -6.75900 -1.35860 3.90449
O -4.32228 -1.28968 2.02697
C -3.41656 -0.19342 2.28872
H -3.55231 -4.63786 4.68119
H -2.37180 -3.65519 5.50608
H -2.00515 -4.38651 3.94690
H -7.29143 -1.12938 4.82756
H -7.29833 -2.16365 3.40536
H -6.93083 -0.56750 3.17460
H -2.45504 -0.21497 1.77578
H -3.32131 -0.08143 3.36876
H -3.98559 0.70047 2.03325
C 5.53561 -0.45987 5.76280
O 6.13290 0.09494 4.54456
P 5.58334 1.46906 3.93156
O 5.24841 2.61425 4.83342
O 6.69207 1.86614 2.79052
C 7.77304 2.70367 2.98931
O 4.33349 0.97131 2.98395
C 3.77624 1.88519 2.12717
H 6.16512 -0.38430 6.64942
H 5.38549 -1.51813 5.54913
H 4.50311 -0.18782 5.98194
H 8.68339 2.24558 3.37597
H 7.63536 3.71258 3.37823
H 8.11225 2.85568 1.96465
H 2.72211 1.61218 2.07865
H 4.05548 1.75116 1.08210
H 3.96309 2.91480 2.43226
```

=====

(3)
The following is a DFT calculation (wB97M-V/def2-TZVPD) of 5 unconnected molecules or ions with the total composition C36H64BCl2NO21P4 at a distorted geometry.

SMILES	NB(O)c1c(CCCCl)cc2c(c1CCCCl)C(=O)c1cc(O)c(CCCCO)cc1C2=O.COP(=O)(OC)OC.COP(=O)(OC)OC.COP(=O)(OC)OC.COP(=O)(OC)OC
largest force on an atom	6.7	eV/Å
HOMO-LUMO gap	8.206	eV
multiplicity	1

```
129
C36H64BCl2NO21P4 | OMol25 | wB97M-V/def2-TZVPD
N -3.26501 -3.63026 -2.09646
B -1.84260 -3.42483 -1.87781
O -0.89050 -4.07566 -2.62550
C -1.45499 -2.38005 -0.73542
C -1.03416 -2.93211 0.48179
C -0.91963 -4.42169 0.71499
C -2.25905 -5.16138 0.79499
C -1.97074 -6.65054 1.03926
Cl -1.26345 -7.39265 -0.45459
C -0.67449 -2.07535 1.51051
C -0.72824 -0.70575 1.33310
C -1.13334 -0.13843 0.11995
C -1.51768 -0.99627 -0.93367
C -1.95337 -0.43636 -2.27443
C -0.72182 0.14384 -3.02507
C 0.17058 -1.00123 -3.55238
Cl 1.49162 -1.40937 -2.41011
C -1.12595 1.35209 0.02176
O -1.49916 1.97051 -0.94850
C -0.58687 2.15040 1.17699
C -0.49575 3.52574 1.03355
C -0.02702 4.34891 2.03840
O 0.04615 5.71063 1.86324
C 0.37527 3.76277 3.25267
C 0.85266 4.68749 4.34677
C 1.49955 3.97847 5.54655
C 2.88612 3.39038 5.17042
C 3.92956 3.79049 6.21818
O 3.58541 3.28526 7.49887
C 0.29998 2.38796 3.38090
C -0.17280 1.57022 2.36892
C -0.29000 0.10387 2.51757
O -0.03100 -0.41523 3.58015
H -3.70894 -2.75083 -2.34171
H -3.43369 -4.25871 -2.87910
H -1.31300 -4.31918 -3.45661
H -0.24276 -4.89827 0.00183
H -0.43607 -4.55538 1.68939
H -2.83417 -5.13063 -0.13016
H -2.89091 -4.82751 1.62199
H -1.24093 -6.79395 1.83358
H -2.87871 -7.21841 1.22239
H -0.33452 -2.49727 2.44809
H -2.51350 -1.14620 -2.88416
H -2.62037 0.40591 -2.08737
H -1.05574 0.76921 -3.85276
H -0.10322 0.68325 -2.31638
H 0.64903 -0.74628 -4.49735
H -0.44705 -1.87720 -3.74152
H -0.83225 3.97609 0.10652
H -0.77956 6.10517 2.16299
H -0.00749 5.24732 4.73876
H 1.54129 5.44383 3.96167
H 1.61574 4.66653 6.38721
H 0.80516 3.19690 5.86287
H 3.17824 3.79391 4.19633
H 2.87096 2.29977 5.12982
H 4.90762 3.39418 5.94293
H 4.01398 4.88452 6.24066
H 2.94592 3.86231 7.92070
H 0.60978 1.95726 4.32333
C -2.78433 -0.99732 4.76829
O -3.61360 -0.24378 5.68056
P -4.64789 0.83532 4.98444
O -3.70839 1.90891 4.55001
O -5.40141 1.16283 6.38646
C -5.06725 0.58786 7.64718
O -6.00427 1.15227 4.13339
C -6.37919 2.52243 4.01180
H -2.20011 -1.70775 5.34721
H -3.40239 -1.54632 4.05671
H -2.11096 -0.33408 4.23717
H -4.13400 1.00994 8.02078
H -4.99574 -0.49470 7.58626
H -5.86611 0.84243 8.34205
H -5.73425 3.03209 3.29866
H -6.34491 3.02627 4.97629
H -7.40129 2.53886 3.63555
C 8.65479 5.16525 -0.11152
O 8.02828 3.89554 0.14675
P 6.38547 3.91946 0.34452
O 6.26577 4.54018 1.69491
O 6.27087 2.30092 0.36144
C 7.36883 1.39825 0.24343
O 4.88553 4.06297 -0.27587
C 3.79982 3.80565 0.61283
H 9.71369 4.98462 -0.27931
H 8.23347 5.63214 -1.00111
H 8.53388 5.82653 0.74633
H 7.95299 1.39026 1.16411
H 8.00063 1.64628 -0.60487
H 6.95535 0.40361 0.08574
H 3.66642 4.63930 1.30017
H 3.95497 2.88126 1.16749
H 2.89925 3.70739 0.00754
C -5.80268 -2.29352 -7.06146
O -6.98368 -2.00421 -6.29069
P -6.82288 -2.08460 -4.64641
O -6.73575 -3.55836 -4.43571
O -8.29945 -1.47174 -4.37903
C -9.22653 -1.08965 -5.39404
O -6.26784 -1.47234 -3.23866
C -6.70648 -2.11355 -2.03833
H -6.04521 -2.14092 -8.11001
H -4.98778 -1.62346 -6.78908
H -5.49816 -3.32896 -6.90980
H -9.65307 -1.97322 -5.86896
H -8.76284 -0.44610 -6.13649
H -10.02776 -0.53518 -4.90883
H -6.19196 -3.06288 -1.90288
H -7.78367 -2.26867 -2.03862
H -6.44689 -1.46039 -1.20601
C 7.62852 -4.38194 -4.26279
O 6.57391 -3.40341 -4.22605
P 6.54288 -2.31560 -5.47321
O 7.70676 -1.44952 -5.12909
O 5.11475 -1.69624 -5.02358
C 4.35457 -2.11687 -3.88651
O 6.25579 -1.95506 -7.04029
C 6.34797 -0.58057 -7.40838
H 7.48360 -5.05746 -3.42328
H 7.59166 -4.95810 -5.18675
H 8.59872 -3.89429 -4.16911
H 4.82500 -1.76466 -2.96769
H 4.23758 -3.19736 -3.86520
H 3.36927 -1.66869 -3.95937
H 7.38898 -0.26821 -7.45943
H 5.80023 0.05032 -6.71028
H 5.90434 -0.48766 -8.39894
```

=====

Number 1: highest occupied orbital energy -8.94 eV, LUMO energy 0.4 eV. Number 2: highest occupied orbital energy -7.30 eV, LUMO energy -4.6 eV. Number 3: highest occupied orbital energy -9.13 eV, LUMO energy -0.9 eV.